DFT (the ωB97M-V functional and the def2-TZVPD basis) results for 6 unconnected molecules or ions with the total composition C40H37N6O14 in a non-equilibrium geometry.

```
97
Properties=species:S:1:pos:R:3:forces:R:3
C -1.836 -2.581 3.015 -0.7 -0.2 -1.0
C -2.084 -1.667 1.732 -2.1 -1.8 -2.7
O -2.757 -2.173 0.791 2.4 2.0 3.1
O -1.657 -0.334 1.535 -0.7 -1.9 1.7
C -1.483 0.414 2.754 1.4 2.2 0.5
C -2.847 0.808 3.485 0.0 0.0 0.1
C -4.103 0.796 2.536 -1.6 -1.2 0.4
C -5.313 -0.020 2.964 0.0 2.0 -3.7
C -6.526 -0.070 2.024 3.5 1.1 -0.2
C -7.751 -0.957 2.487 -1.3 0.9 0.3
O -8.782 -0.385 2.812 2.6 -2.0 -1.0
O -7.546 -2.349 2.534 0.6 2.9 0.0
C -6.441 0.710 0.718 2.9 0.3 1.8
C -5.168 1.498 0.393 -1.2 -2.0 2.3
N -4.062 1.508 1.308 -3.0 -1.9 1.0
H -2.655 -2.356 3.777 1.3 -0.2 -1.2
H -2.048 -3.652 2.670 0.5 1.7 0.2
H -0.817 -2.488 3.487 -1.3 -0.1 -0.7
H -0.985 1.416 2.449 -0.8 -2.0 0.3
H -0.732 -0.073 3.466 -1.5 0.5 -0.9
H -2.743 1.854 3.946 -0.1 -1.4 -0.8
H -2.967 0.105 4.374 -0.4 0.9 -1.5
H -5.254 -0.573 3.949 -0.2 0.8 -1.4
H -6.572 -2.470 2.469 -0.7 -0.3 -0.2
H -7.282 0.694 -0.030 1.1 0.1 1.0
H -5.017 2.072 -0.565 -0.3 -0.8 1.3
H -3.180 2.009 1.101 -0.5 -0.3 -0.2
C -0.614 2.391 -4.172 0.0 0.0 0.0
C 0.449 3.175 -3.737 -0.2 -0.1 0.0
C 0.642 3.392 -2.378 0.1 0.0 0.0
C -0.234 2.815 -1.463 -0.1 -0.1 -0.7
C -1.305 2.034 -1.892 -0.1 -0.1 0.0
C -1.492 1.824 -3.253 0.1 0.1 0.1
N -0.018 3.020 -0.030 0.5 0.4 -0.2
O 0.916 3.719 0.309 -0.6 -0.5 0.0
O -0.789 2.469 0.754 -0.1 0.3 -0.1
H -0.758 2.218 -5.234 0.1 0.0 0.1
H 1.130 3.615 -4.457 0.0 0.0 0.2
H 1.474 4.005 -2.051 -0.2 -0.1 0.1
H -1.993 1.584 -1.186 0.2 0.0 0.0
H -2.320 1.216 -3.598 0.1 0.0 0.1
C -2.522 -3.327 9.607 0.0 0.0 0.0
C -2.464 -1.945 9.760 0.0 -0.1 -0.2
C -2.184 -1.135 8.667 0.0 0.2 0.1
C -1.969 -1.721 7.422 -0.1 -0.4 0.5
C -2.019 -3.104 7.263 0.0 -0.1 -0.1
C -2.296 -3.906 8.362 0.0 0.2 0.0
N -1.699 -0.872 6.263 0.2 0.2 0.4
O -1.644 0.334 6.440 -0.1 -0.5 -0.3
O -1.547 -1.419 5.170 0.1 0.8 1.7
H -2.747 -3.956 10.463 0.0 0.1 -0.1
H -2.639 -1.500 10.733 0.0 0.0 -0.1
H -2.141 -0.061 8.798 0.0 -0.1 -0.2
H -1.848 -3.567 6.297 0.0 0.2 0.1
H -2.341 -4.984 8.250 0.0 0.1 0.0
C -0.005 -3.654 -2.004 0.0 0.0 0.0
C 1.099 -4.180 -2.667 -0.1 0.2 0.2
C 2.372 -3.699 -2.389 0.1 -0.1 -0.1
C 2.530 -2.694 -1.440 -0.7 -0.3 -0.2
C 1.431 -2.157 -0.778 -0.1 0.1 0.1
C 0.159 -2.640 -1.065 0.2 -0.1 -0.1
N 3.874 -2.202 -1.125 0.5 0.2 0.1
O 4.813 -2.683 -1.740 -0.4 0.2 0.2
O 3.978 -1.343 -0.265 -0.1 -0.3 -0.3
H -0.998 -4.035 -2.220 0.1 0.0 0.0
H 0.966 -4.968 -3.401 0.1 0.1 0.1
H 3.223 -4.117 -2.913 0.0 0.2 0.2
H 1.547 -1.371 -0.042 0.2 -0.1 -0.1
H -0.706 -2.235 -0.553 0.1 0.0 -0.1
C 4.209 -3.988 -7.315 0.0 0.0 0.0
C 3.694 -3.455 -8.493 0.0 0.1 0.2
C 2.961 -2.274 -8.460 0.0 0.0 -0.1
C 2.753 -1.634 -7.242 0.4 -0.7 0.0
C 3.258 -2.165 -6.059 0.0 0.0 0.2
C 3.988 -3.348 -6.101 -0.1 0.1 -0.2
N 2.001 -0.376 -7.205 -0.2 0.4 -0.1
O 1.557 0.052 -8.258 0.2 -0.2 0.4
O 1.866 0.175 -6.123 0.0 -0.2 -0.3
H 4.785 -4.907 -7.345 -0.1 0.1 0.0
H 3.868 -3.958 -9.437 0.0 0.1 0.1
H 2.565 -1.868 -9.384 0.0 0.1 0.2
H 3.096 -1.675 -5.106 -0.1 0.1 -0.2
H 4.388 -3.769 -5.185 0.0 0.1 -0.1
C 6.300 6.395 -0.001 0.0 0.0 0.0
C 6.689 5.130 -0.428 -0.2 0.1 -0.1
C 5.962 4.475 -1.414 0.1 -0.1 0.0
C 4.849 5.100 -1.970 0.4 0.4 0.6
C 4.450 6.363 -1.543 -0.1 0.1 0.0
C 5.181 7.010 -0.554 0.1 -0.2 0.0
N 4.096 4.424 -3.028 0.0 -0.3 -0.3
O 4.462 3.311 -3.364 -0.2 0.4 0.1
O 3.143 5.015 -3.517 0.2 -0.2 0.2
H 6.874 6.907 0.766 -0.1 -0.1 -0.1
H 7.561 4.655 0.007 -0.1 0.0 -0.1
H 6.274 3.489 -1.739 -0.2 0.1 -0.1
H 3.582 6.853 -1.968 0.1 -0.2 -0.1
H 4.881 7.995 -0.215 0.0 -0.1 -0.1
```
Positions in Å, forces in eV/Å.

Properties
HOMO level, eV: -11.321
Electronic energy, eV: -79662.8987
Largest force on an atom, hartree/bohr: 0.08556
Net charge: +1
Gap between HOMO and LUMO, hartree: 0.2472